Record 1
20
Properties=species:S:1:pos:R:3:forces:R:3:lowdin_charge:R:1 method="wB97M-V/def2-TZVPD" e_homo_ev="-7.3 / -7.3" lumo_ev="0.3 / 0.3" gap_ev="7.61 / 7.60" mol_weight_g_mol=116.17
C 0.27018 1.35023 0.40382 1.051 0.034 0.587 -0.7272
C 0.91965 -2.01998 0.13892 0.167 0.404 0.116 -0.1019
C -1.04777 -0.72629 -0.85570 -0.502 0.461 -0.127 -0.1393
N 0.36810 2.62107 -0.31348 -0.400 -0.118 -0.218 0.0469
N 1.39683 0.60955 0.62164 -0.447 0.394 -0.078 -0.0077
N -0.42848 1.60871 1.63803 -0.090 -0.045 -0.268 0.0722
N -1.68082 -1.83716 -1.19500 0.381 -0.131 0.152 0.1056
C -0.89196 0.50713 -0.63907 0.171 -0.392 0.142 0.0270
H 0.83219 3.29309 0.28827 0.051 -0.173 -0.003 0.0753
H 0.89831 2.51418 -1.17224 0.025 -0.018 0.130 0.0720
H 1.03000 -0.78203 0.32909 -0.336 -0.550 -0.194 0.0073
H 2.08240 0.80244 -0.10436 -0.060 0.056 -0.011 0.0490
H -0.34755 0.81222 2.25632 0.016 0.025 -0.049 0.0771
H -1.39836 1.86319 1.49610 0.018 -0.042 -0.001 0.0706
H -1.14172 -2.56715 -1.64378 -0.045 0.078 0.004 0.1037
H -2.39136 -2.18328 -0.56398 0.072 0.080 -0.023 0.1195
H -1.45360 1.30450 -1.10582 0.015 -0.028 -0.100 0.1095
H 1.01058 -2.37395 -0.88813 -0.033 0.025 -0.050 0.0079
H 0.11683 -2.54191 0.65626 -0.053 0.035 0.005 0.0078
H 1.85656 -2.25457 0.65309 0.000 -0.094 -0.015 0.0248


Record 2
67
Properties=species:S:1:pos:R:3:forces:R:3:lowdin_spin:R:1 method="wB97M-V/def2-TZVPD" spin_multiplicity=6 e_homo_ev="-10.3 / -10.8" lumo_ev="-2.2 / -4.5" charge=+1 gap_ev="8.08 / 6.34" mol_weight_g_mol=790.86
Ru -0.15737 -0.34977 0.54563 -0.496 0.371 0.271 3.6243
Cl 4.88798 4.89717 -0.99902 0.056 0.042 -0.002 0.0054
C 3.61663 3.75272 -0.92893 -0.070 -0.052 -0.007 0.0147
C 3.78662 2.56210 -0.22666 0.006 -0.009 0.016 -0.0022
Cl 5.26736 2.21838 0.56723 0.023 0.010 0.005 -0.0009
C 2.74538 1.64528 -0.16996 -0.084 -0.118 -0.094 0.0173
Cl 2.92461 0.12978 0.67250 -0.042 0.234 0.019 0.0429
C 1.52238 1.87776 -0.80879 0.107 0.255 0.139 0.0177
O 0.53572 1.00673 -0.76260 0.131 -0.391 -0.280 0.2356
C 1.37082 3.07932 -1.51580 -0.069 -0.080 0.014 0.0170
Cl -0.13673 3.36186 -2.29576 0.037 -0.018 0.027 0.0050
C 2.40225 4.00518 -1.57656 0.091 0.032 0.031 -0.0029
Cl 2.18691 5.46716 -2.44413 -0.007 -0.017 0.004 -0.0017
C -6.88819 1.59296 -1.19664 -0.013 0.046 0.009 0.0059
C -6.06628 2.51488 -0.56362 -0.002 0.004 -0.001 -0.0004
C -4.82313 2.12329 -0.09374 -0.005 0.000 0.010 0.0102
C -4.40294 0.80216 -0.24242 0.128 0.287 -0.012 0.0553
C -5.22638 -0.11766 -0.88666 -0.002 0.009 -0.005 0.0136
C -6.46742 0.28176 -1.35928 -0.008 -0.040 -0.014 0.0024
P -2.78845 0.35175 0.46989 -0.150 -0.478 -0.057 0.1810
C -2.44456 -1.20919 -0.43093 0.167 0.046 0.080 0.0225
C -2.71180 -2.48739 0.06593 0.029 -0.076 0.014 0.0254
C -2.43855 -3.60103 -0.71112 0.007 0.024 -0.036 0.0074
C -1.88626 -3.45407 -1.98138 -0.018 -0.001 0.041 0.0231
C -1.59609 -2.19109 -2.47768 0.003 0.028 0.032 0.0073
C -1.86115 -1.06926 -1.70304 -0.081 -0.051 -0.036 0.0320
C -3.14905 -0.14677 2.17055 0.067 0.004 0.056 0.0079
C -4.41906 -0.32640 2.65940 0.025 0.006 -0.027 0.0181
C -4.61698 -0.63360 4.01957 0.015 -0.011 0.040 -0.0044
C -3.54940 -0.72519 4.86889 -0.024 0.003 -0.021 0.0187
C -2.22834 -0.52387 4.40322 -0.043 -0.001 0.003 0.0091
C -1.11078 -0.56009 5.27586 0.018 0.005 -0.004 0.0490
C 0.14834 -0.31912 4.81042 0.018 0.011 -0.037 0.0059
C 0.36075 -0.06670 3.43441 -0.074 -0.039 0.165 0.1053
C -0.69382 -0.05879 2.55120 0.264 -0.097 -0.153 0.2030
C -2.02132 -0.24980 3.03371 -0.041 0.068 -0.085 0.0529
H -7.85628 1.90004 -1.56882 -0.007 -0.003 -0.004 0.0003
H -6.38960 3.53980 -0.44327 -0.002 0.009 0.002 -0.0001
H -4.17705 2.84521 0.39135 0.006 0.007 0.006 0.0021
H -4.91209 -1.14426 -1.02176 0.016 -0.008 0.008 0.0013
H -7.10612 -0.43585 -1.85675 -0.007 -0.001 -0.002 0.0003
H -3.13015 -2.60740 1.05792 0.001 0.034 -0.006 0.0003
H -2.66719 -4.58629 -0.32602 0.009 -0.018 -0.007 -0.0001
H -1.69631 -4.32807 -2.59186 0.000 -0.016 0.006 0.0011
H -1.17238 -2.07467 -3.46649 -0.009 -0.002 -0.007 -0.0002
H -1.66046 -0.07697 -2.09694 0.018 0.001 0.018 0.0019
H -5.27512 -0.21903 2.00477 -0.004 -0.005 0.012 0.0013
H -5.62145 -0.78093 4.39195 -0.012 0.002 -0.004 -0.0006
H -3.70494 -0.94030 5.91888 0.004 0.001 0.009 0.0014
H -1.27771 -0.76676 6.32545 -0.003 -0.002 0.013 0.0027
H 0.99223 -0.32678 5.48728 0.003 -0.003 0.005 -0.0001
H 1.37607 0.10785 3.09552 0.002 -0.006 -0.002 0.0110
C 2.44034 -4.73732 -1.96054 0.025 -0.001 -0.015 0.0014
N 1.68952 -4.03989 -0.93646 -0.062 0.043 0.051 0.0064
C 1.07473 -4.65195 0.22962 0.004 -0.019 -0.018 0.0030
C 0.38654 -3.45620 0.88473 0.079 -0.111 0.047 0.0124
O -0.27299 -3.47220 1.88715 -0.012 0.013 -0.010 0.0093
N 0.65940 -2.33776 0.10465 -0.053 0.055 -0.064 0.1043
C 1.39773 -2.73942 -0.93883 0.057 0.087 -0.158 0.0144
N 1.78308 -1.90353 -1.90146 0.036 -0.078 0.035 0.0019
H 2.51210 -5.78444 -1.68058 0.007 -0.001 -0.011 0.0002
H 3.45411 -4.34104 -2.04422 -0.004 -0.011 -0.003 0.0002
H 1.93955 -4.67438 -2.92877 0.006 -0.007 0.000 0.0002
H 1.81327 -5.09034 0.90258 -0.016 0.007 0.006 0.0001
H 0.34059 -5.41220 -0.04313 0.003 0.008 0.004 0.0003
H 1.61631 -0.91509 -1.77829 -0.053 0.030 -0.012 -0.0001
H 2.42158 -2.19418 -2.62067 0.003 -0.012 -0.001 0.0000


Record 3
20
Properties=species:S:1:pos:R:3:forces:R:3:lowdin_charge:R:1 method="wB97M-V/def2-TZVPD" e_homo_ev=-8.4 lumo_ev=1.0 gap_ev=9.34 mol_weight_g_mol=106.23
C -2.03454 -2.01381 0.47282 0.607 -0.961 2.747 -0.1865
C -0.98331 -1.33490 -0.35077 -0.012 0.615 -1.275 -0.5747
S 0.19585 -2.52686 -1.06336 -0.217 -0.261 0.253 0.7831
C 1.22011 -1.41146 -2.03281 -0.061 0.069 0.084 -0.4256
H -1.51501 -2.76950 1.07799 0.200 -0.386 -0.306 0.0582
H -2.87782 -2.57334 0.08752 -0.020 0.437 -0.875 0.0702
H -2.36303 -1.44498 1.35833 -0.320 0.615 -0.811 0.0765
H -1.41790 -0.75766 -1.17834 0.014 -0.118 0.105 0.0800
H -0.37285 -0.62880 0.21189 -0.300 -0.181 0.291 0.0290
H 1.31234 -0.44204 -1.54852 -0.023 0.036 0.136 0.0143
H 2.21708 -1.84597 -2.08442 -0.071 -0.015 -0.221 0.0289
H 0.78542 -1.26788 -3.01724 0.171 0.011 -0.168 0.0294
C 0.55668 1.67275 0.80543 0.429 0.046 -0.513 -0.1862
C 0.88039 3.10140 1.23784 -0.206 -0.239 -0.333 -0.1611
H 0.68832 0.98234 1.63377 -0.247 -0.141 0.095 0.0674
H -0.42233 1.55252 0.33631 -0.155 0.184 0.468 0.0612
H 1.24032 1.33671 0.02432 0.237 0.061 0.007 0.0502
H 0.28700 3.35958 2.10979 -0.014 0.228 0.083 0.0598
H 0.66783 3.81071 0.43486 -0.041 0.007 0.114 0.0639
H 1.93547 3.20120 1.48459 0.028 -0.008 0.119 0.0620